C9H18N4O7P | ωB97M-V/def2-TZVPD

```
39
Properties=species:S:1:pos:R:3:nbo_charge:R:1
N 1.0310 3.1515 -0.3034 -0.8165
C 0.0059 2.4822 -1.0509 0.4400
N -1.2782 3.0044 -0.5757 -0.7950
N 0.1095 2.7914 -2.4498 -0.8254
C -0.0184 0.8979 -0.7613 -0.5248
C 0.9276 -0.0019 -1.4595 0.0190
C 2.2219 -0.3113 -1.2406 -0.5744
P 3.3823 0.5025 -0.1301 2.3750
O 2.7952 0.9932 1.1118 -1.0683
O 3.9686 1.6715 -1.0599 -0.9718
O 4.5857 -0.5004 0.0765 -0.9573
C 2.4772 -1.5674 -2.0000 0.7642
O 3.1481 -2.4834 -1.6354 -0.5067
O 1.5134 -1.7008 -2.9865 -0.4880
C 0.5696 -0.7268 -2.7253 0.7380
O -0.1518 -0.3035 -3.5638 -0.4792
H 1.9517 3.0523 -0.7047 0.3736
H 1.0399 2.8845 0.6711 0.3737
H -2.0377 2.5519 -1.0784 0.3437
H -1.4140 2.7219 0.3911 0.3505
H -0.7847 2.7999 -2.9151 0.3821
H 0.7783 2.2219 -2.9457 0.3560
H -1.0236 0.5230 -0.9680 0.2137
H 0.1638 0.7656 0.3057 0.2465
H 3.6190 1.6572 -1.9610 0.5109
H 4.7667 -1.0312 -0.7167 0.5205
C -3.2494 -0.7596 3.1759 -0.7499
C -2.3467 -0.9656 2.0143 0.7259
O -1.7323 -0.1571 1.4092 -0.4358
N -2.2288 -2.3981 1.4623 -0.5809
C -1.9924 -3.4948 2.4623 -0.4241
H -3.1172 0.2595 3.5262 0.2907
H -4.2875 -0.9070 2.8667 0.2732
H -3.0228 -1.4491 3.9892 0.2616
H -3.0881 -2.5901 0.9375 0.4460
H -1.4743 -2.3313 0.7733 0.4542
H -1.7795 -4.4098 1.9172 0.2539
H -2.8873 -3.6207 3.0623 0.2396
H -1.1408 -3.2223 3.0793 0.2456
```

E_HOMO (hartree): -0.41933
Total charge: +1
Orbital gap (eV): 7.1446